Record 1
55
Properties=species:S:1:pos:R:3:forces:R:3 method="wB97M-V/def2-TZVPD" e_tot_ev=-65030.074 homo_ev=-17.22 charge=+3 lumo_ev=-10.32 orbital_gap_ev=6.904
Zr -0.143032 0.931069 0.528530 0.168 -1.107 -0.631
C 4.290866 1.165867 0.983188 -0.015 -0.048 0.005
C 4.558644 2.522616 0.894343 0.029 0.034 -0.004
C 3.505637 3.427245 0.795037 0.016 -0.068 0.063
C 2.214652 2.945952 0.797205 -0.108 0.113 -0.032
N 1.952438 1.617138 0.868675 0.041 0.131 0.070
C 2.976636 0.746708 0.959533 -0.003 0.057 0.023
C 1.011223 3.808850 0.702165 -0.042 -0.013 0.072
C 1.032819 5.189001 0.731494 0.014 0.002 -0.025
C -0.169894 5.876707 0.646150 -0.002 0.039 0.011
C -1.367018 5.183246 0.532100 -0.005 0.008 -0.025
C -1.334429 3.803231 0.509870 0.042 -0.027 0.040
N -0.159719 3.136922 0.600948 -0.024 0.340 0.118
C -2.530638 2.933199 0.396639 0.103 0.080 0.025
C -3.819022 3.413175 0.316478 -0.035 -0.034 -0.006
C -4.872375 2.508710 0.218585 -0.008 0.018 0.000
C -4.604304 1.149835 0.202564 0.004 -0.047 0.003
C -3.292567 0.731298 0.288027 0.039 0.035 -0.012
N -2.265187 1.600556 0.383000 -0.140 0.186 0.049
H 5.083763 0.436160 1.064042 0.013 0.013 0.002
H 5.580034 2.880684 0.900615 -0.002 0.002 -0.002
H 3.704397 4.485849 0.719527 0.012 0.000 0.003
H 2.723904 -0.306265 1.014214 -0.007 0.000 -0.009
H 1.960997 5.732215 0.827420 0.002 -0.001 -0.005
H -0.174857 6.958849 0.672534 0.001 -0.003 -0.002
H -2.299511 5.723228 0.465284 0.000 -0.002 -0.004
H -4.018395 4.474237 0.331943 -0.005 -0.001 -0.001
H -5.891582 2.867992 0.158829 0.003 0.005 -0.001
H -5.395297 0.416754 0.132365 -0.009 0.011 0.000
H -3.041490 -0.321961 0.285969 -0.001 -0.004 0.005
S -0.408334 -1.230937 1.623927 0.059 0.238 0.045
P 0.057432 -1.935348 -0.299509 0.029 0.158 0.143
S 0.307564 -0.251607 -1.523298 -0.158 0.160 0.168
C -1.289753 -2.894683 -0.915469 -0.084 -0.148 -0.071
C -2.264270 -2.364493 -1.764832 0.001 0.031 -0.042
C -3.313024 -3.169447 -2.173674 0.008 -0.040 0.017
C -3.391157 -4.486961 -1.733618 -0.001 0.004 0.002
C -2.418284 -5.013452 -0.892869 -0.006 0.022 -0.011
C -1.358921 -4.223100 -0.481071 0.009 -0.038 0.004
C 1.599530 -2.800306 -0.213787 0.070 -0.170 -0.023
C 2.218286 -3.128778 -1.427008 -0.022 -0.008 -0.033
C 3.379865 -3.878508 -1.413896 -0.005 0.001 0.029
C 3.916716 -4.306093 -0.203311 0.005 -0.003 -0.002
C 3.297670 -3.987775 0.998729 0.011 -0.001 -0.032
C 2.133925 -3.234366 1.002033 0.014 0.014 0.041
H -2.189665 -1.351426 -2.141370 0.016 0.004 0.025
H -4.059450 -2.780894 -2.852888 0.001 0.007 0.003
H -4.210372 -5.113508 -2.060426 0.001 0.003 -0.007
H -2.478998 -6.043043 -0.568617 0.006 0.000 0.007
H -0.592267 -4.645991 0.157602 0.010 0.025 0.007
H 1.798433 -2.814361 -2.375843 -0.019 0.013 0.010
H 3.862319 -4.138272 -2.346049 0.002 0.002 -0.001
H 4.821246 -4.899796 -0.199386 -0.001 -0.002 0.001
H 3.713968 -4.337960 1.933296 -0.007 0.004 0.007
H 1.650823 -3.007954 1.944071 -0.019 0.008 -0.013

Record 2
58
Properties=species:S:1:pos:R:3:forces:R:3 method="wB97M-V/def2-TZVPD" e_tot_ev=-139871.881 de_lowest_kcal_mol=0.57 homo_ev="-2.97 / -5.43" multiplicity=3 charge=-1 lumo_ev="2.58 / 2.57" orbital_gap_ev="5.548 / 7.993"
Ti 1.090450 -0.113920 0.925410 0.000 0.024 0.000
O -0.492309 -2.062492 -3.357048 -0.006 0.019 -0.017
C 0.350144 -1.490380 -2.434995 0.032 -0.022 0.066
O 0.709639 -0.320340 -2.603164 -0.008 -0.007 -0.021
C 0.731652 -2.353733 -1.367651 0.006 0.059 -0.007
C 0.444351 -3.741536 -1.416004 0.010 -0.032 0.010
C 1.033898 -4.603036 -0.541304 -0.010 0.022 -0.013
C 1.942925 -4.080447 0.417189 0.005 -0.020 -0.002
C 2.107053 -2.728242 0.482963 0.077 -0.051 0.026
N 1.496065 -1.828728 -0.330512 -0.057 -0.055 -0.132
C 2.937886 -2.111377 1.586341 -0.180 -0.005 -0.088
O 3.642220 -2.774050 2.313804 0.110 0.096 -0.005
O 2.751542 -0.813503 1.655208 0.002 -0.039 0.144
H -0.697034 -1.341280 -3.967281 0.000 -0.017 0.007
H -0.226991 -4.096484 -2.184515 -0.004 0.001 -0.001
H 0.822046 -5.663551 -0.582330 -0.002 0.001 -0.004
H 2.478628 -4.699925 1.121272 0.002 0.004 0.000
O 0.062632 3.708676 2.084594 0.005 0.003 0.030
C -0.005121 2.640296 1.524641 -0.022 -0.029 -0.028
O 0.908113 1.693487 1.605800 0.053 0.051 0.007
C -1.190550 2.255901 0.642124 0.027 -0.053 -0.022
P -0.491574 1.228433 -0.717442 0.027 0.014 -0.004
C 0.314164 2.524553 -1.720043 -0.035 0.005 -0.023
C -0.360529 3.687463 -2.088924 0.001 0.001 0.005
C 0.289925 4.689084 -2.792734 0.010 -0.013 0.004
C 1.630034 4.541739 -3.125814 -0.013 0.006 0.000
C 2.309920 3.390067 -2.760333 0.007 -0.010 0.005
C 1.653854 2.383451 -2.066073 0.012 -0.012 0.007
C -1.958158 0.705137 -1.663030 -0.006 0.014 0.010
C -2.125649 0.995570 -3.014219 -0.009 0.000 -0.026
C -3.226688 0.508571 -3.704926 0.016 0.009 0.008
C -4.166290 -0.280051 -3.055158 -0.005 -0.005 0.012
C -4.000863 -0.579424 -1.710698 -0.003 0.002 -0.010
C -2.902547 -0.091454 -1.017801 0.002 0.001 0.000
H -1.753620 3.133933 0.334151 0.014 0.020 0.008
H -1.832192 1.595743 1.233355 -0.002 0.007 -0.002
H -1.404768 3.813331 -1.827819 -0.002 -0.004 0.004
H -0.245953 5.587240 -3.072883 -0.002 0.001 0.000
H 2.142827 5.326366 -3.668335 0.000 0.001 0.000
H 3.354389 3.268128 -3.017454 -0.001 0.009 -0.005
H 2.173428 1.468658 -1.812584 -0.009 0.000 0.004
H -1.381853 1.588256 -3.531018 -0.001 -0.004 0.002
H -3.347036 0.742112 -4.755930 0.001 0.001 -0.001
H -5.020440 -0.666057 -3.597354 -0.002 -0.001 0.001
H -4.720966 -1.204634 -1.198402 -0.001 -0.001 0.000
H -2.772645 -0.347049 0.028426 0.005 0.000 0.000
Se -0.896671 -1.229012 2.000214 -0.011 -0.028 0.037
C -0.050333 -1.177337 3.729656 -0.028 0.085 0.051
C 0.706487 -2.258295 4.172641 -0.009 -0.003 -0.027
C 1.353758 -2.205222 5.398379 0.009 -0.019 -0.005
C 1.248967 -1.076547 6.197985 -0.013 0.024 0.003
C 0.496082 0.005322 5.761112 0.002 -0.017 -0.004
C -0.149319 -0.043197 4.534101 -0.002 -0.042 -0.037
H 0.808658 -3.129491 3.537385 0.006 -0.008 0.017
H 1.960851 -3.043385 5.717135 -0.003 -0.004 -0.006
H 1.764385 -1.033741 7.149511 -0.001 0.004 0.001
H 0.421192 0.898587 6.369146 0.000 0.002 0.002
H -0.718048 0.807807 4.181263 0.004 0.013 0.021

> The highest charge belongs to which entry?

C27H21N3PS2Zr

> The highest charge belongs to which entry?

C27H21N3PS2Zr